ORCA calculation (ωB97M-V/def2-TZVPD) on a 2-piece molecular cluster, C3H11N3O2 overall.

The SMILES is NCNCC(N)=O.O. For the calculated total energy, the calculation gives -435.64932 Eh. The energy above the lowest of the compared OMol25 structures with the same formula, charge and spin comes out at 25.7 kcal per mole. The calculation puts the orbital gap at 9.176 eV. The maximum force is 2.3 eV/Å. The spin multiplicity is 1. As for the HOMO energy: -8.98 eV.

Geometry as XYZ:
```
19
Properties=species:S:1:pos:R:3:forces:R:3
N 0.560554 2.382071 0.432473 0.9 -0.9 -0.1
C 1.268934 1.146710 0.815258 0.0 0.2 2.3
N 0.742462 -0.163957 0.477296 -0.1 0.9 -0.5
C 1.111482 -0.701425 -0.814577 -0.2 -1.2 0.2
C 0.194065 -1.824767 -1.318823 0.7 0.2 -1.0
N -1.142546 -1.702786 -1.126598 -1.5 -0.2 0.8
O 0.682919 -2.672458 -2.046304 -0.4 -0.1 0.4
H 0.815940 2.662870 -0.503633 -0.5 0.0 -0.2
H -0.426500 2.205614 0.542383 -0.2 0.3 -0.5
H 1.227603 1.142120 1.922200 0.0 0.1 -0.3
H 2.343120 1.227501 0.655411 -0.1 0.0 -0.7
H -0.256973 -0.103924 0.642996 0.2 -0.4 -0.3
H 2.065406 -1.214432 -0.697942 0.1 0.1 -0.1
H 1.222654 -0.035379 -1.681789 -0.2 0.4 0.3
H -1.777268 -2.459824 -1.373630 0.8 0.0 -0.3
H -1.558389 -1.165592 -0.372636 0.6 0.2 -0.1
O -2.183112 0.101670 1.357812 0.1 -0.6 -0.4
H -3.060560 0.407691 1.161087 -0.7 0.1 -0.2
H -1.829794 0.768297 1.929017 0.4 0.5 0.7
```
Forces are in eV/Å.

Here are the natural (NBO) charges for atoms 1 to 4, given in e: number 1, N, carries -0.85; number 2, C, carries -0.07; number 3, N, carries -0.65; number 4, C, carries -0.32